Computed, not measured: a structure of composition C34H72N4O24Zr in a non-equilibrium geometry, with ωB97M-V/def2-TZVPD.

Calculated values
LUMO: -0.2806 Ha
E_HOMO: -13.602 eV
ΔE to the lowest compared entry with this formula, charge and spin: 533.1 kJ/mol
Largest force on an atom: 9.12 eV/A

```
! RIJCOSX wB97M-V def2-TZVPD def2/J DEFGRID3
* xyz 2 1
Zr 0.233 -1.552 2.178
O 1.747 -0.501 0.874
C 1.129 0.185 -0.232
C -0.454 0.201 -0.304
O -1.095 -0.626 0.679
H 1.622 -0.103 -1.160
H 1.401 1.235 -0.118
H -0.869 -0.113 -1.261
H -0.834 1.212 -0.153
C -3.090 1.925 -3.371
N -2.878 0.617 -4.105
O -3.268 -0.395 -3.517
O -2.496 0.743 -5.282
H -2.907 2.659 -4.155
H -2.312 1.944 -2.607
H -4.063 1.902 -2.881
C 4.052 0.032 -3.055
N 5.465 0.074 -2.481
O 6.324 0.623 -3.185
O 5.649 -0.191 -1.293
H 3.497 -0.724 -2.501
H 4.120 -0.276 -4.098
H 3.621 1.027 -2.939
C 4.605 2.287 1.008
N 4.290 3.303 -0.010
O 4.728 4.480 0.121
O 3.648 2.920 -0.989
H 4.098 1.356 0.753
H 4.418 2.617 2.030
H 5.678 2.161 0.865
C -4.404 -1.077 0.121
N -4.132 -2.536 0.360
O -4.434 -3.352 -0.511
O -3.485 -2.845 1.343
H -5.483 -1.097 -0.034
H -3.829 -0.876 -0.783
H -4.065 -0.447 0.944
O 2.196 -3.243 1.860
C 3.288 -3.649 2.223
O 4.528 -3.036 2.137
C 4.587 -1.686 1.630
C 6.073 -1.224 1.691
C 3.393 -5.030 2.842
H 3.792 -1.118 2.114
H 4.343 -1.614 0.570
H 6.312 -0.841 2.683
H 6.406 -0.401 1.059
H 6.626 -2.153 1.555
H 3.548 -5.734 2.025
H 2.493 -5.257 3.414
H 4.232 -5.002 3.538
O 1.512 -5.396 -6.138
C 0.985 -5.185 -5.015
O 0.969 -4.078 -4.255
C 1.351 -2.905 -4.917
C 1.115 -1.801 -3.856
C 0.718 -6.420 -4.243
H 0.735 -2.712 -5.795
H 2.414 -2.938 -5.156
H 1.651 -0.879 -4.080
H 1.601 -2.055 -2.915
H 0.075 -1.578 -3.618
H 0.040 -6.269 -3.403
H 1.686 -6.749 -3.866
H 0.281 -7.252 -4.795
O -0.661 3.794 -1.682
C 0.353 3.977 -2.386
O 1.192 4.906 -2.460
C 0.916 6.166 -1.822
C 2.148 7.071 -2.032
C 0.797 2.834 -3.273
H 0.807 5.853 -0.784
H -0.001 6.607 -2.213
H 2.168 7.961 -1.404
H 2.389 7.469 -3.018
H 3.068 6.490 -1.962
H 1.568 2.190 -2.851
H 1.069 3.300 -4.221
H -0.082 2.248 -3.540
O 0.343 1.159 2.769
C 0.662 2.343 2.788
O 1.623 2.851 3.400
C 2.393 2.132 4.367
C 3.304 3.088 5.105
C -0.079 3.427 1.984
H 3.004 1.391 3.852
H 1.706 1.669 5.076
H 4.008 3.487 4.375
H 3.778 2.634 5.975
H 2.753 3.949 5.484
H -0.573 4.133 2.651
H -0.793 2.975 1.295
H 0.540 4.037 1.326
O -7.766 3.272 0.756
C -7.075 4.204 0.339
O -5.754 4.195 0.023
C -5.064 2.921 0.074
C -3.523 3.161 -0.190
C -7.647 5.600 0.321
H -5.487 2.331 -0.739
H -5.222 2.449 1.044
H -3.117 3.878 0.524
H -3.260 3.555 -1.172
H -2.993 2.221 -0.043
H -8.087 5.627 1.318
H -8.387 5.701 -0.473
H -6.846 6.328 0.193
O -0.125 -3.306 0.454
C -0.450 -4.114 -0.442
O -0.099 -5.411 -0.448
C 0.610 -5.938 0.667
C 0.899 -7.423 0.394
C -1.387 -3.702 -1.544
H 0.175 -5.836 1.661
H 1.574 -5.470 0.867
H 1.629 -7.805 1.108
H 1.353 -7.609 -0.579
H 0.024 -8.050 0.562
H -2.194 -4.433 -1.494
H -0.903 -3.962 -2.486
H -1.710 -2.662 -1.594
O -1.561 -0.615 3.308
C -2.624 -0.044 3.569
O -3.727 -0.438 4.178
C -3.664 -1.802 4.673
C -5.111 -2.335 4.791
C -2.824 1.327 3.056
H -3.203 -1.786 5.660
H -3.056 -2.425 4.016
H -5.065 -3.406 4.988
H -5.626 -2.136 3.851
H -5.744 -1.775 5.480
H -2.647 1.970 3.917
H -3.852 1.532 2.756
H -2.045 1.486 2.311
*
```